60
Properties=species:S:1:pos:R:3 method="wB97M-V/def2-TZVPD" e_homo_ha=-0.0477 orbital_gap_ha=0.182 total_charge=-2
Pd -0.1386 0.3202 -0.2698
N -5.1607 1.3935 4.7030
C -6.2996 1.9216 5.2615
C -7.1072 1.5023 6.3139
C -8.1957 2.2990 6.6152
C -8.4690 3.4725 5.8922
C -7.6646 3.8763 4.8439
C -6.5645 3.0824 4.5198
N -5.6175 3.2363 3.5231
C -4.8125 2.2151 3.6653
C -3.6567 1.9221 2.8020
C -2.5536 1.2214 3.2673
C -1.5393 0.8864 2.3793
N -1.5978 1.2093 1.0884
C -2.6284 1.9338 0.6525
C -3.6746 2.3147 1.4690
H -4.7807 0.4753 4.9036
H -6.8925 0.5938 6.8613
H -8.8540 2.0126 7.4261
H -9.3316 4.0682 6.1643
H -7.8732 4.7773 4.2808
H -2.4686 0.9184 4.3033
H -0.6567 0.3271 2.6805
H -2.6148 2.1878 -0.3981
H -4.5112 2.8786 1.0803
C -1.1604 -1.4735 -0.4774
C -2.0093 -1.7075 0.6883
C -3.3627 -1.3225 0.7227
C -4.1068 -1.4024 1.8805
C -3.5167 -1.8985 3.0511
C -2.1933 -2.3566 3.0180
C -1.4596 -2.2746 1.8573
C -4.2183 -1.7832 4.2872
N -4.7449 -1.6098 5.3027
H -1.7356 -1.3725 -1.3974
H -0.4120 -2.2512 -0.5867
H -3.8092 -0.9110 -0.1758
H -5.1328 -1.0539 1.9047
H -1.7356 -2.7434 3.9204
H -0.4255 -2.6079 1.8353
Se 5.0738 -1.5423 0.0109
Sb 2.6864 -1.7746 0.4229
Se 1.7607 -4.0264 0.6049
Se 1.9721 -0.4546 2.4314
Se 1.5732 -0.6769 -1.6322
C 3.9161 3.5315 1.4794
C 2.7776 3.2683 0.5526
C 2.4214 3.8332 -0.6531
C 1.3156 3.0792 -1.0984
N 1.0258 2.1472 -0.2094
N 1.8948 2.2914 0.8047
C 0.5588 3.1748 -2.3818
H 4.5843 4.2770 1.0502
H 4.4797 2.6128 1.6515
H 3.5667 3.8930 2.4486
H 2.9107 4.6467 -1.1651
H 2.0214 1.4742 1.4521
H 0.9490 3.9874 -2.9962
H -0.5041 3.3470 -2.2056
H 0.6558 2.2403 -2.9330



64
Properties=species:S:1:pos:R:3 method="wB97M-V/def2-TZVPD" e_homo_ha="-0.4579 / -0.4578" spin_multiplicity=2 orbital_gap_ha="0.107 / 0.074" total_charge=+2
Pb 0.2156 0.3518 1.0368
C 2.8167 1.4229 -1.6373
C 1.8975 0.3133 -1.9549
C 1.9232 -0.4718 -3.1154
C 0.8696 -1.3391 -2.9827
N 0.2341 -1.0788 -1.8235
N 0.8800 -0.0783 -1.1852
B -1.1530 -1.6202 -1.4078
N -1.0737 -2.4533 -0.1271
C -1.4654 -3.7149 0.1085
C -1.3574 -3.9668 1.4574
C -0.8860 -2.7612 2.0145
C -0.6403 -2.4636 3.4400
N -0.7163 -1.8684 1.0410
N -2.0939 -0.4311 -1.1180
C -3.3519 -0.2342 -1.5515
C -3.8100 0.9588 -1.0419
C -2.7516 1.4463 -0.2585
C -2.6590 2.6968 0.5267
N -1.7385 0.5874 -0.3167
N -1.7138 -2.3643 -2.6103
C -1.9864 -1.7416 -3.8082
C -2.4461 -2.6848 -4.6773
C -2.4420 -3.8969 -3.9325
C -2.8581 -5.2439 -4.3265
N -1.9811 -3.6431 -2.6937
H 3.8271 1.0434 -1.4785
H 2.4899 1.9490 -0.7468
H 2.8637 2.1168 -2.4754
H 2.6190 -0.4053 -3.9245
H 0.5768 -2.1309 -3.6382
H -1.8017 -4.3380 -0.6934
H -1.5774 -4.8808 1.9705
H 0.0322 -3.2043 3.8700
H -1.5776 -2.5089 3.9962
H -0.2127 -1.4725 3.5686
H -3.8413 -0.9446 -2.1835
H -4.7624 1.4172 -1.1987
H -2.9507 3.5455 -0.0890
H -1.6402 2.8289 0.8864
H -3.3300 2.6618 1.3833
H -1.8465 -0.6877 -3.9322
H -2.7415 -2.5488 -5.6960
H -3.3056 -5.2617 -5.3160
H -3.5530 -5.6549 -3.5905
H -1.9946 -5.9149 -4.3049
I 6.0142 1.2248 0.8772
C 4.6878 2.4568 1.9222
C 5.1316 3.5982 2.5780
C 4.2601 4.3611 3.3297
I 5.0270 6.0155 4.3766
C 2.8800 4.0157 3.4232
C 1.9390 4.7269 4.1876
C 0.6304 4.3095 4.2206
C 0.2708 3.1723 3.4923
N 1.1250 2.4894 2.7623
C 2.4082 2.8756 2.7203
C 3.3238 2.0884 1.9281
O 2.9012 1.1111 1.2115
H 6.1744 3.8697 2.5259
H 2.2538 5.5986 4.7415
H -0.1123 4.8538 4.7797
H -0.7467 2.8061 3.5091
Br 2.8458 -0.9038 1.9510



63
Properties=species:S:1:pos:R:3 method="wB97M-V/def2-TZVPD" e_homo_ha=-0.4065 orbital_gap_ha=0.269 total_charge=+1
Bi -0.0889 -1.1083 0.0947
S 2.3113 -1.2050 0.8451
C 2.0239 -0.6690 2.5131
N 2.8961 -0.2146 3.3769
N 4.1455 0.0010 3.1502
C 4.9085 -0.1851 1.9409
C 5.0472 0.8759 1.0603
C 5.7896 0.6969 -0.0960
C 6.3891 -0.5289 -0.3535
C 6.2600 -1.5766 0.5477
C 5.5198 -1.4067 1.7075
N 0.7939 -0.7323 3.1117
N -0.2009 -1.0701 2.4336
C -1.4508 -1.0834 3.1358
C -2.3869 -2.0472 2.7931
C -3.6012 -2.0863 3.4596
C -3.8782 -1.1566 4.4531
C -2.9380 -0.1870 4.7808
C -1.7178 -0.1448 4.1241
H 4.6283 0.3562 3.9623
H 4.5658 1.8212 1.2753
H 5.9017 1.5141 -0.7955
H 6.9682 -0.6650 -1.2570
H 6.7376 -2.5264 0.3494
H 5.4039 -2.2132 2.4198
H -2.1620 -2.7770 2.0246
H -4.3260 -2.8494 3.2096
H -4.8233 -1.1925 4.9787
H -3.1510 0.5344 5.5585
H -0.9707 0.5963 4.3726
O -0.0442 1.0473 0.5917
C 0.2890 1.4543 -0.5827
O 0.4591 0.6027 -1.4862
C 0.4681 2.9017 -0.8260
C 0.2875 3.8075 0.2149
C 0.4501 5.1616 -0.0169
C 0.7909 5.5698 -1.2937
C 0.9772 4.6901 -2.3434
C 0.8127 3.3371 -2.1011
N 0.9638 7.0206 -1.5468
O 0.7792 7.7715 -0.6135
O 1.2768 7.3543 -2.6680
H 0.0225 3.4450 1.1983
H 0.3204 5.8968 0.7628
H 1.2426 5.0683 -3.3191
H 0.9459 2.6132 -2.8926
O -2.7919 1.7898 -0.3708
C -3.1139 0.7385 0.3339
O -2.5199 -0.3263 0.2423
C -4.2829 0.9380 1.2896
N -4.7806 2.3132 1.1285
C -6.1872 2.2640 0.6614
C -6.3006 0.8907 0.0125
C -5.4585 0.0155 0.9400
H -3.8923 0.7392 2.2906
H -3.4617 2.4743 -0.0705
H -4.6785 2.8588 1.9723
H -6.3874 3.0827 -0.0272
H -6.8798 2.3448 1.5032
H -5.8696 0.9091 -0.9915
H -7.3318 0.5553 -0.0724
H -5.1269 -0.9206 0.4953
H -6.0119 -0.2173 1.8508



Calculated M in order - 951.5 1018.3 745.6 g mol⁻¹
Calculated energy relative to the best compared isomer or geometry (same formula, charge and spin) in order - 2.5 43.2 0.0 kcal per mole
Calculated total energy in order - -11269.0798 -4921.6982 -2359.5702 a.u.